{
  "formula": "C6H21ClI2NP2Tl",
  "method": "ωB97M-V/def2-TZVPD",
  "gap_ev": [4.7054, 5.3085],
  "e_tot_ev": -60031.817,
  "homo_ev": [-15.432, -15.432],
  "total_charge": 2,
  "elements": ["I", "I", "Tl", "P", "C", "C", "H", "H", "H", "H", "H", "H", "C", "H", "H", "H", "P", "C", "C", "H", "H", "H", "C", "H", "H", "H", "H", "H", "H", "Cl", "N", "H", "H", "H"],
  "positions_angstrom": [[-1.76882, -2.08545, -3.01315], [-1.74935, -3.38842, 0.35291], [-0.67621, -0.80854, 0.22736], [1.93076, -1.53308, 0.15397], [2.39990, -2.39333, 1.70074], [2.02419, -2.93187, -1.05273], [3.01947, -3.37425, -0.88449], [4.27052, -1.23183, -0.38434], [1.93650, -2.52733, -2.07159], [3.24198, 0.01841, -1.16479], [1.59455, -3.06631, 2.02272], [1.23533, -3.68997, -0.90316], [3.42634, -0.54401, -0.23871], [3.28942, -2.99490, 1.48301], [3.67927, 0.15313, 0.57011], [2.63964, -1.69354, 2.51436], [-2.02248, 1.46625, -0.25255], [-3.14510, 1.84857, 1.13525], [-1.36966, 3.11135, -0.73496], [-2.68797, 1.02606, -2.56475], [-3.93457, 1.93385, -1.59910], [-3.75626, 0.13323, -1.47568], [-3.22314, 1.09205, -1.60537], [-0.66231, 2.99189, -1.56446], [-2.20857, 3.73753, -1.06479], [-3.92398, 2.51602, 0.75360], [-2.63423, 2.34826, 1.96927], [-0.86907, 3.62115, 0.09477], [-3.62972, 0.93736, 1.50764], [0.62578, 0.41424, -1.81473], [0.60511, 1.04654, 1.86183], [1.26085, 0.63368, 2.53824], [-0.03067, 1.66493, 2.36824], [1.11249, 1.56832, 1.13532]],
  "forces_ev_per_angstrom": [[0.352, -0.047, 0.556], [-0.338, -0.103, -0.484], [1.721, 2.102, -0.382], [0.337, -1.642, 0.374], [-0.114, 0.111, 0.087], [-0.229, 0.491, 0.014], [-0.392, 0.020, -0.263], [-0.322, -0.007, 0.097], [0.156, -0.184, 0.274], [0.177, -0.182, 0.331], [0.199, 0.148, -0.036], [0.409, 0.368, 0.095], [-0.509, 0.592, -0.235], [-0.095, 0.083, 0.135], [-0.148, -0.175, -0.165], [-0.116, -0.199, -0.255], [-1.760, -0.132, -0.034], [0.070, -0.181, 0.236], [0.859, -0.392, -0.086], [-0.195, 0.257, 0.285], [0.205, -0.355, -0.189], [0.202, 0.523, 0.223], [0.412, -0.257, 0.006], [-0.167, 0.064, 0.197], [-0.046, -0.352, 0.128], [0.105, 0.000, 0.081], [-0.079, -0.161, -0.247], [-0.072, -0.214, -0.079], [0.117, 0.194, -0.080], [-0.583, -0.275, -0.678], [-0.118, -0.377, 0.006], [-0.310, 0.491, -0.402], [0.450, -0.039, -0.096], [-0.181, -0.172, 0.589]]
}

{
  "formula": "C6H21CoO6",
  "method": "ωB97M-V/def2-TZVPD",
  "spin_multiplicity": 5,
  "gap_ev": [8.9063, 7.6826],
  "e_tot_ev": -56470.388,
  "homo_ev": [-8.529, -7.888],
  "total_charge": 0,
  "elements": ["Co", "O", "H", "O", "H", "O", "H", "C", "C", "O", "H", "H", "H", "H", "H", "H", "C", "C", "O", "H", "H", "H", "H", "H", "H", "C", "C", "O", "H", "H", "H", "H", "H", "H"],
  "positions_angstrom": [[-0.50468, -0.26204, -1.26711], [-2.05514, -1.40553, -1.54614], [-2.08501, -2.29183, -1.95615], [0.54520, -1.25022, -2.70943], [1.51959, -1.31108, -2.74651], [-0.71367, 0.99073, -2.79575], [-1.62540, 1.34026, -2.82875], [3.26864, -0.63611, -1.10364], [2.58542, -0.05793, 0.07842], [1.42955, 0.62085, -0.43756], [2.61805, -1.38015, -1.56324], [4.18977, -1.11479, -0.77126], [3.51394, 0.05948, -1.90619], [3.23959, 0.62057, 0.62596], [2.25324, -0.79161, 0.81291], [1.73034, 1.41998, -0.87633], [0.41146, -1.25047, 2.54453], [-0.60762, -1.82669, 1.57591], [-0.04911, -1.60232, 0.33873], [0.55650, -0.19515, 2.31352], [1.39724, -1.70792, 2.62858], [0.07257, -1.28998, 3.57975], [-1.63824, -1.50789, 1.73173], [-0.57808, -2.89087, 1.80989], [0.28916, -2.47261, 0.11567], [-2.72962, 2.81434, 0.08833], [-1.55256, 2.14641, 0.87434], [-1.56621, 0.86808, 0.28527], [-2.97316, 3.80564, 0.47056], [-3.66298, 2.28953, 0.29210], [-2.54842, 2.98873, -0.97226], [-1.74218, 2.11274, 1.94719], [-0.63282, 2.71109, 0.72165], [-2.35540, 0.45670, 0.64517]],
  "forces_ev_per_angstrom": [[-0.275, -1.323, -4.939], [0.102, 0.502, 0.797], [0.600, 0.960, 0.179], [0.171, -0.130, 1.441], [-1.072, 0.290, 0.027], [-0.402, 0.067, 1.942], [0.510, -0.259, 0.160], [0.876, -1.269, -0.257], [-0.248, 0.517, -0.277], [-0.596, 0.505, 1.020], [0.290, -0.135, 0.328], [0.165, -0.160, -0.204], [-0.010, 0.375, 0.306], [-0.092, 0.364, -0.011], [-0.071, -0.016, -0.426], [-0.148, 0.067, -0.307], [-0.669, 1.190, 1.602], [1.175, -0.837, 2.803], [0.328, -0.622, -1.407], [0.089, 0.099, -0.014], [-0.125, -0.423, -0.778], [-0.372, 0.065, 0.135], [0.184, 0.419, -0.373], [-0.544, -0.309, -0.357], [0.162, 0.254, -1.166], [0.104, 1.449, 1.486], [-1.803, 1.747, -1.564], [1.145, -1.327, 0.671], [0.266, 0.317, 0.237], [0.105, -0.455, -0.407], [0.194, -0.669, 0.077], [-0.062, -0.155, 0.030], [0.180, -0.585, -0.270], [-0.156, -0.513, -0.484]]
}

{
  "formula": "C6H21N7",
  "method": "ωB97M-V/def2-TZVPD",
  "e_above_lowest_kj_mol": 173.6,
  "gap_ev": 10.6156,
  "e_tot_ev": -16971.906,
  "homo_ev": -16.562,
  "total_charge": 2,
  "elements": ["C", "C", "C", "C", "C", "C", "N", "N", "N", "N", "N", "N", "N", "H", "H", "H", "H", "H", "H", "H", "H", "H", "H", "H", "H", "H", "H", "H", "H", "H", "H", "H", "H", "H"],
  "positions_angstrom": [[1.00984, 1.08865, -0.35238], [1.08416, -0.13870, 1.29850], [-0.41513, 0.50397, -0.89105], [2.17072, -1.18493, 1.09368], [1.26348, 0.66798, 2.54399], [-1.95333, -1.35575, -0.63435], [-0.69436, -0.75319, -0.24098], [2.04142, 1.04601, -1.22697], [-0.29645, 0.23932, -2.35335], [-0.33733, -1.98562, 1.79066], [-1.47211, 1.41648, -0.69349], [-0.33195, -0.71262, 1.14550], [-2.39079, 1.48348, -1.86886], [0.64653, 1.95301, 0.32980], [1.70950, -2.17785, 0.83227], [2.83721, -1.30938, 1.97959], [2.83776, -0.93367, 0.32969], [1.38038, 0.14840, 3.42893], [0.53030, 1.50067, 2.68430], [2.28881, 1.23186, 2.54696], [-1.82172, -2.19145, -1.35451], [-2.53549, -1.68818, 0.30092], [-2.61865, -0.72391, -1.17564], [2.55895, 1.95463, -1.24721], [2.69359, 0.27521, -1.13856], [0.46817, 0.75176, -2.70900], [-0.19337, -0.76525, -2.46449], [-0.54661, -2.69506, 1.19198], [-0.99889, -2.07517, 2.50390], [-1.27640, 2.39688, -0.52231], [-0.88654, -0.16505, 1.74359], [-1.22761, 0.49521, -2.73506], [-2.20181, 2.17958, -2.47467], [-3.32229, 1.52268, -1.66139]],
  "forces_ev_per_angstrom": [[-4.583, -2.174, 5.574], [1.336, 1.475, -3.127], [2.266, 0.671, 0.411], [-1.334, -1.378, 1.165], [1.035, 3.489, -1.335], [-1.355, -2.006, 1.571], [0.855, -0.332, -0.565], [1.563, 2.190, -0.684], [-1.240, -1.869, 1.233], [1.253, 1.338, 0.717], [-2.994, 2.247, -1.720], [1.706, -1.334, -0.042], [2.489, -3.510, 2.224], [1.638, -0.580, -1.845], [0.781, 0.979, 0.301], [-0.870, 0.020, -0.405], [0.971, 0.556, -1.418], [-0.302, -1.668, 1.809], [0.265, -0.731, -0.105], [-1.687, -1.001, -0.628], [0.263, 0.011, 0.940], [0.808, 0.196, -1.583], [-0.319, 1.089, 0.044], [-0.344, -1.246, -0.129], [-0.036, -0.082, -0.005], [1.597, 0.703, -0.830], [0.570, -0.131, -0.505], [-0.232, -2.345, -2.628], [-1.373, 0.641, 1.516], [0.838, -0.324, 0.424], [-1.646, 1.659, 0.597], [-0.216, 0.231, -0.210], [1.123, 3.345, -2.114], [-2.826, -0.128, 1.352]]
}

{
  "formula": "C6H21N7",
  "method": "ωB97M-V/def2-TZVPD",
  "spin_multiplicity": 3,
  "gap_ev": [6.3841, 4.8665],
  "e_tot_ev": -16971.402,
  "homo_ev": [-13.684, -16.273],
  "total_charge": 2,
  "elements": ["C", "C", "C", "C", "C", "C", "N", "N", "N", "N", "N", "N", "N", "H", "H", "H", "H", "H", "H", "H", "H", "H", "H", "H", "H", "H", "H", "H", "H", "H", "H", "H", "H", "H"],
  "positions_angstrom": [[-0.02422, -0.59065, -0.48616], [1.09367, -0.86984, -1.67449], [-0.06416, 0.67000, 0.35705], [2.37967, -1.33825, -1.08516], [0.58494, -2.03873, -2.60877], [1.16227, 2.70278, 1.33339], [0.95734, 1.50896, 0.43242], [-0.12699, -1.59989, 0.56350], [-3.59447, 0.24022, 3.83418], [1.22599, 1.43398, -2.18400], [-1.15928, 0.88197, 1.02113], [1.07293, 0.28893, -2.50534], [-2.33199, 0.24642, 0.71029], [-0.97580, -0.49743, -1.02681], [3.18482, -1.18956, -1.75598], [2.31560, -2.40586, -0.80698], [2.64462, -0.85996, -0.21870], [1.34902, -2.86438, -2.68588], [0.46542, -1.82763, -3.65147], [-0.42473, -2.26723, -2.29794], [0.90126, 2.55985, 2.41034], [2.21313, 3.00310, 1.36648], [0.54605, 3.55511, 1.03135], [0.66899, -1.51134, 1.16057], [-2.82113, -0.28479, 4.28036], [-4.10252, 0.93551, 4.41982], [-4.32610, -0.52139, 3.47787], [1.12356, 2.14730, -2.91264], [1.61442, 1.44689, -0.30429], [-1.21007, 1.78346, 1.42514], [0.95870, -0.03700, -3.48079], [-3.07810, 0.52661, 1.29678], [-0.07734, -2.53802, 0.13621], [-2.14549, -0.68915, 0.42850]],
  "forces_ev_per_angstrom": [[0.395, -0.195, -1.015], [-1.889, -0.608, 0.595], [4.752, -0.118, -2.560], [-0.257, -1.327, -0.309], [0.801, -0.267, 0.810], [-0.642, -0.031, 0.924], [-2.030, 0.465, 3.097], [-0.589, -0.817, -1.195], [-1.676, -1.935, -1.677], [1.296, 8.372, 3.192], [-3.978, -0.330, 0.136], [-0.999, -7.906, -4.994], [3.480, 1.887, 0.701], [0.121, -0.422, -0.343], [0.803, -0.113, -0.905], [0.071, 0.484, -0.328], [0.716, 1.530, 2.322], [-1.275, 0.484, 0.794], [-0.054, 0.992, -0.667], [-0.087, -1.025, 0.154], [0.001, -0.677, -0.860], [-0.179, -0.291, -0.566], [0.162, -0.116, -0.486], [0.570, -0.225, 0.584], [-1.069, 0.775, 0.182], [0.848, -1.106, -0.323], [1.986, 2.249, 1.397], [0.118, -0.687, 0.052], [1.133, -0.375, -1.724], [-0.812, 1.120, 1.087], [0.157, 0.912, 0.412], [-1.441, 0.185, 1.177], [-0.171, 0.482, 0.405], [-0.261, -1.364, -0.065]]
}

{
  "formula": "C6H21NO5",
  "method": "ωB97M-V/def2-TZVPD",
  "e_above_lowest_kj_mol": 829.9,
  "gap_ev": 9.1775,
  "e_tot_ev": -18283.445,
  "homo_ev": -9.201,
  "total_charge": 0,
  "elements": ["O", "H", "H", "O", "H", "H", "O", "H", "H", "C", "O", "C", "C", "N", "C", "C", "O", "C", "H", "H", "H", "H", "H", "H", "H", "H", "H", "H", "H", "H", "H", "H", "H"],
  "positions_angstrom": [[-1.21647, -4.08272, -2.77110], [-2.09776, -4.31533, -3.06343], [-1.34263, -3.31106, -2.21896], [-0.04419, -5.77062, -3.69704], [-0.55359, -4.96037, -3.71228], [0.11904, -5.93405, -2.76813], [0.90287, -3.87687, -1.69513], [0.09862, -4.21313, -2.09053], [0.60523, -3.37071, -0.93920], [1.16922, -2.10231, -0.64963], [1.98022, -1.25452, 0.11776], [1.29758, -0.58608, 1.24749], [1.30128, 0.89120, 0.98022], [0.39085, 1.69600, 1.72494], [0.72678, 3.14470, 1.50903], [-0.41362, 4.09952, 1.79879], [-1.47021, 3.83993, 0.88246], [-2.60520, 4.63130, 1.10473], [1.65347, -2.41283, -1.57548], [0.34028, -1.54171, -1.08169], [0.83532, -2.99027, -0.11284], [1.83684, -0.83867, 2.16045], [0.26050, -0.91001, 1.33494], [1.16011, 1.01436, -0.09357], [2.30095, 1.22924, 1.25314], [-0.51303, 1.46751, 1.33648], [1.28297, 3.46575, 0.62830], [1.52502, 3.28134, 2.23858], [-0.04295, 5.11993, 1.70146], [-0.68870, 4.01288, 2.84994], [-3.41837, 4.07400, 0.63969], [-2.56246, 5.67830, 0.80463], [-2.81798, 4.82528, 2.15601]],
  "forces_ev_per_angstrom": [[-3.298, 2.159, 0.693], [-0.533, -0.308, -0.047], [-0.179, 0.678, 0.002], [0.737, -1.824, -1.261], [0.983, -0.608, -0.656], [0.172, -0.168, 0.018], [-0.825, -4.714, -2.828], [0.968, -0.806, -0.093], [-1.245, -2.879, -2.138], [1.881, 5.208, 0.850], [-0.680, 0.596, 1.577], [0.178, -0.815, -0.909], [1.627, 0.030, -0.336], [-0.683, 0.993, -0.389], [0.359, -0.560, 1.359], [0.579, -0.326, -0.269], [0.564, 0.296, 0.663], [-0.557, 0.070, 0.462], [1.211, 1.089, 1.129], [-0.793, 0.127, 0.364], [0.928, 2.128, 3.743], [-0.093, -0.063, -0.017], [-0.100, -0.428, -0.028], [0.201, 0.095, -0.331], [0.258, 0.181, -0.405], [-0.508, 0.518, 0.097], [-0.600, -0.711, -1.006], [-0.125, 0.487, 0.510], [0.048, 0.257, -0.278], [-0.639, -0.314, 0.067], [-0.191, 0.499, 0.035], [0.422, 0.002, -1.115], [-0.066, -0.889, 0.536]]
}

{
  "formula": "C6H21O7Zr",
  "method": "ωB97M-V/def2-TZVPD",
  "spin_multiplicity": 2,
  "gap_ev": [9.7179, 5.4593],
  "e_tot_ev": -22176.379,
  "homo_ev": [-9.099, -8.540],
  "total_charge": 0,
  "elements": ["Zr", "O", "H", "O", "H", "O", "H", "O", "H", "O", "H", "C", "C", "C", "O", "H", "H", "H", "H", "H", "H", "H", "H", "C", "C", "C", "O", "H", "H", "H", "H", "H", "H", "H", "H"],
  "positions_angstrom": [[-0.61307, 0.18672, 0.42281], [0.27338, -1.17661, -0.90944], [0.18473, -1.53030, -1.81585], [1.20958, 1.16921, 0.59272], [2.17480, 1.01792, 0.59224], [-1.23444, 0.74319, 2.45648], [-1.03752, 0.20798, 3.24976], [-1.57163, 2.17881, 0.42540], [-1.51160, 3.03126, -0.04816], [-2.46934, -0.70049, 0.39737], [-3.41330, -0.61305, 0.16106], [1.69074, -1.37922, 3.55317], [1.43047, -1.89057, 2.15319], [1.32091, -3.41195, 2.04442], [0.12851, -1.44844, 1.81231], [2.72016, -1.67829, 3.75050], [0.95845, -1.77624, 4.25619], [1.66328, -0.29321, 3.64233], [2.22144, -1.43218, 1.55959], [0.44740, -3.77465, 2.58620], [2.17908, -4.00806, 2.35477], [1.19474, -3.63510, 0.98499], [-0.41981, -1.82086, 2.50676], [0.30245, 1.16335, -3.65300], [-0.43751, 1.79795, -2.50443], [-1.40415, 2.92621, -3.03801], [-1.17183, 0.87140, -1.81372], [0.95874, 1.90746, -4.10428], [-0.38232, 0.79287, -4.41584], [0.88796, 0.27763, -3.40650], [0.31954, 2.20942, -1.83684], [-2.05996, 3.36529, -2.28621], [-2.00577, 2.52487, -3.85354], [-0.73982, 3.71746, -3.38541], [-1.79431, 0.48020, -2.43104]],
  "forces_ev_per_angstrom": [[0.110, -0.248, -1.221], [-0.152, 0.039, 0.184], [-0.111, 0.524, 1.128], [0.022, -0.551, 0.184], [-1.125, 0.124, -0.204], [-0.368, -0.341, -0.011], [0.251, 0.675, -0.395], [0.050, 0.174, 0.237], [0.282, -0.684, 0.288], [-0.108, 0.411, -0.540], [1.086, -0.061, 0.474], [0.657, -0.118, -0.006], [0.287, -0.439, 1.284], [0.753, -0.060, -0.706], [-0.276, 0.404, -0.669], [-0.095, -0.162, 0.767], [0.245, -0.304, 0.271], [-0.102, 0.058, -0.387], [-0.630, -0.206, -0.797], [-0.041, 0.052, 0.086], [0.174, 0.347, 0.299], [-0.280, -0.057, -0.006], [-0.600, 0.116, -0.165], [0.228, -0.245, -0.716], [0.122, 2.023, -1.269], [1.485, -0.441, 0.402], [-1.047, -1.057, 0.985], [0.029, -0.094, -0.165], [-0.284, 0.252, -0.218], [0.160, 0.258, 0.579], [-0.258, 0.074, 0.328], [0.069, -0.287, 0.168], [-0.004, 0.112, -0.087], [-0.290, 0.160, -0.395], [-0.237, -0.450, 0.295]]
}